# C22H36Cl3CoN4O5S2Si

A structure of composition C22H36Cl3CoN4O5S2Si (ωB97M-V with the def2-TZVPD basis set, the OMol25 dataset).

- Max |F|: 0.4 eV/A
- Expectation value of S²: 6.0115
- 2S+1: 5
- Energy above the lowest of the compared OMol25 structures with the same formula, charge and spin: 0.00 kJ/mol
- LUMO energy (alpha / beta): 0.4 / -0.8 eV
- Kohn-Sham gap (alpha / beta): 7.69 / 6.81 eV
- Electronic energy: -144341.8152 eV

Each line ends with the Löwdin charge.
Element x y z (Å)
Co (0.082, -0.756, -0.532)  0.60
C (-2.671, 5.742, 0.048)  -0.19
Si (-2.665, 4.076, -0.826)  0.51
C (-1.742, 4.268, -2.442)  -0.20
C (-4.428, 3.529, -1.142)  -0.17
C (-1.858, 2.834, 0.353)  -0.24
C (-1.805, 3.129, 1.711)  -0.08
C (-1.270, 2.239, 2.640)  -0.07
C (-0.789, 1.036, 2.168)  -0.14
N (-0.833, 0.717, 0.877)  -0.05
C (-1.347, 1.574, -0.019)  -0.70
S (-1.330, 0.914, -1.630)  0.71
H (-3.008, 6.517, -0.644)  0.03
H (-1.669, 6.015, 0.389)  0.03
H (-3.340, 5.767, 0.911)  0.03
H (-2.141, 5.141, -2.968)  0.03
H (-1.859, 3.393, -3.079)  0.00
H (-0.673, 4.428, -2.286)  0.03
H (-4.965, 4.254, -1.758)  0.03
H (-4.974, 3.410, -0.203)  0.03
H (-4.440, 2.569, -1.663)  0.03
H (-2.184, 4.081, 2.068)  0.09
H (-1.234, 2.474, 3.695)  0.10
H (-0.366, 0.284, 2.828)  0.11
C (-3.701, -4.403, 0.682)  -0.02
N (-2.421, -3.765, 0.891)  -0.08
C (-1.292, -4.319, 1.601)  -0.03
C (-0.246, -3.220, 1.412)  -0.46
O (0.907, -3.280, 1.801)  0.03
N (-0.810, -2.199, 0.716)  0.09
C (-2.088, -2.549, 0.433)  -0.40
N (-2.933, -1.776, -0.217)  0.21
H (-3.641, -5.428, 1.040)  0.09
H (-3.949, -4.433, -0.382)  0.08
H (-4.500, -3.892, 1.224)  0.10
H (-0.935, -5.251, 1.158)  0.14
H (-1.500, -4.480, 2.661)  0.14
H (-2.574, -0.941, -0.685)  0.01
H (-3.715, -2.186, -0.712)  0.04
Cl (-1.839, -4.885, -2.950)  0.65
C (-1.475, -3.439, -3.789)  -1.23
Cl (-1.458, -3.522, -5.485)  0.68
Cl (-3.656, -2.139, -3.275)  -0.07
C (-0.728, -2.458, -3.078)  -0.62
O (-0.195, -1.477, -3.901)  0.05
O (-0.570, -2.444, -1.871)  -0.02
C (1.275, 0.200, -4.600)  0.05
C (0.851, -0.715, -3.499)  -0.50
O (1.363, -0.759, -2.407)  0.05
H (1.471, -0.368, -5.509)  0.10
H (2.151, 0.758, -4.289)  0.09
H (0.449, 0.883, -4.806)  0.10
C (3.026, 1.084, 4.445)  -0.11
C (4.072, 0.942, 3.345)  -0.29
C (3.473, 0.933, 1.944)  -0.33
S (2.426, -0.499, 1.619)  0.99
O (1.842, -0.137, 0.261)  -0.56
C (3.648, -1.787, 1.299)  -0.32
C (4.375, -1.690, -0.040)  -0.26
C (5.747, -1.023, 0.008)  -0.10
H (3.499, 1.187, 5.422)  0.07
H (2.362, 0.219, 4.487)  0.06
H (2.406, 1.967, 4.279)  0.08
H (4.675, 0.043, 3.505)  0.10
H (4.777, 1.776, 3.391)  0.11
H (4.227, 0.986, 1.160)  0.08
H (2.783, 1.768, 1.803)  0.10
H (3.057, -2.698, 1.380)  0.06
H (4.328, -1.760, 2.157)  0.09
H (3.724, -1.185, -0.758)  0.09
H (4.487, -2.710, -0.411)  0.11
H (5.684, 0.064, 0.064)  0.06
H (6.319, -1.260, -0.889)  0.07
H (6.328, -1.368, 0.867)  0.08